C17H63N27O14 | ωB97M-V with the def2-TZVPD basis set

XYZ file:
```
121
Properties=species:S:1:pos:R:3:forces:R:3
C -4.4062 -2.6746 -1.6347 0.3081 0.8456 1.1565
C -4.1078 -2.1099 -0.2398 -1.2601 -0.5053 1.0258
C -3.6976 -3.2255 0.7657 -0.2301 -0.0604 -2.0363
O -4.7442 -4.1666 0.8333 -1.7165 2.4190 0.3086
C -4.4399 -5.3837 1.3103 1.9136 -2.3477 0.5395
N -3.2060 -1.0085 -0.2195 1.2249 0.2218 -0.5156
H -5.3719 -3.1298 -1.4149 0.2289 -0.7078 -1.0199
H -3.5668 -3.2804 -1.9760 -0.4040 -0.4391 -0.0611
H -4.5092 -1.8504 -2.3406 -0.2039 0.0130 -0.0161
H -5.0580 -1.6863 0.0854 -0.4706 -0.2633 0.4165
H -3.3655 -2.8146 1.7191 -0.1851 -0.0760 0.3557
H -2.8697 -3.7102 0.2483 0.6629 -0.1856 0.2957
H -5.2517 -6.1054 1.4015 -0.4254 0.4473 -0.7446
H -3.9868 -5.4730 2.2976 0.0864 0.8722 0.7112
H -3.6328 -5.7616 0.6827 0.0127 -0.8453 -0.3532
H -2.6638 -0.9301 0.6290 -0.0055 -0.2379 -0.0053
H -2.5295 -1.1692 -0.9521 0.4799 0.2971 -0.2992
C -0.0902 -3.5511 -2.2319 1.3669 0.0976 1.9214
O -1.2070 -3.2421 -2.4506 -3.7932 0.9799 -1.1588
N 0.5646 -4.5379 -2.7786 0.5435 -2.9218 -2.8747
N 0.6340 -3.0084 -1.2733 2.2726 2.2776 2.6483
H 1.5351 -4.7633 -2.6132 -0.5842 -0.1001 -0.1353
H -0.0141 -5.0294 -3.4447 0.7294 -0.2957 -0.1790
H 1.5845 -3.3204 -1.1343 -0.4385 0.0346 0.3137
H 0.2663 -2.3708 -0.5816 -0.0952 0.0132 -0.2985
C -2.2230 0.2071 -4.1629 -0.0356 -2.4383 -1.1636
O -2.5425 -0.5447 -5.1050 0.7707 0.2995 1.1210
N -1.4271 -0.0564 -3.1058 0.4884 -0.3472 0.1746
N -2.7188 1.4256 -4.0952 -1.1811 2.5561 -0.9360
H -1.2720 0.7187 -2.4770 0.4140 -0.5719 0.3850
H -0.9241 -0.9224 -2.9754 -0.3268 0.1104 -0.1785
H -2.4235 2.1457 -3.4515 -0.2729 0.1146 0.0179
H -3.2650 1.6613 -4.9114 -0.0002 0.3022 0.3800
C 3.8553 3.5378 1.0003 -0.0735 -3.4069 -1.4234
O 3.7859 2.3524 0.7350 -0.2412 -1.8825 -0.4709
N 3.7246 4.4887 0.1721 -0.9685 3.3378 -4.7175
N 4.1102 3.9574 2.1617 1.7167 1.7720 8.2613
H 3.4773 4.1938 -0.7617 -0.1357 0.6272 -0.1550
H 3.6531 5.4477 0.4808 -0.0927 -0.2721 -0.5390
H 4.4034 4.8959 2.3927 -0.1662 -0.0797 -0.4453
H 4.3565 3.3205 2.9059 -0.1226 -0.2078 -0.4413
C -0.1118 3.7163 2.3840 -1.2350 -0.7646 0.1254
O -1.1668 3.8052 1.7732 0.3238 0.1725 0.0615
N 0.4419 2.6307 2.8968 -0.4164 -4.0825 0.2578
N 0.6708 4.6789 2.7953 1.3378 4.5678 -0.3025
H 1.3924 2.6434 3.2382 -0.6301 -0.5433 -0.0160
H -0.1773 1.8447 3.0341 0.5841 -0.2491 -0.0669
H 1.5191 4.4107 3.2735 -0.2632 0.9813 -0.2386
H 0.4949 5.6006 2.4216 0.4915 0.0395 0.3254
C -4.4107 2.3963 -0.2428 1.6933 2.7923 -1.2794
O -4.4702 3.6422 -0.2865 -1.2235 -1.0781 0.7287
N -5.1430 1.5812 0.5066 -1.6331 -0.3042 1.7351
N -3.4973 1.7436 -0.9460 0.9873 -0.2997 -0.7362
H -5.0436 0.5864 0.3634 -0.3802 0.1602 0.1641
H -5.8812 2.0232 1.0356 -0.0528 -0.5426 -0.1613
H -3.3431 0.7845 -0.6695 0.3916 -0.3200 -0.4506
H -2.7545 2.3016 -1.3422 -0.1145 -0.0401 -0.0290
C 1.7710 -0.7500 5.2602 3.2001 1.3307 -2.2624
O 1.2460 -0.4233 6.2277 -4.3651 1.2406 6.3635
N 1.7560 -1.8613 4.6349 -2.2116 -5.4882 -1.1587
N 2.6599 0.0258 4.6880 3.4595 3.7364 -2.5130
H 1.0838 -2.4880 5.0538 0.3445 -0.5943 -0.5689
H 2.3102 -2.0895 3.8219 -0.1622 -0.0464 0.2727
H 2.9083 0.9218 5.0824 -0.3597 -0.2915 -0.0548
H 2.9001 -0.1749 3.7277 0.0766 0.2710 0.0953
C 4.4108 -1.5394 1.7232 2.0394 2.0506 0.7752
O 3.2727 -1.6451 2.0160 -5.2125 0.0258 2.0031
N 4.8812 -2.2799 0.7903 2.2510 -2.9502 -3.7530
N 5.2143 -0.6340 2.2827 1.0926 0.5933 0.4964
H 4.2318 -2.9287 0.3689 0.3278 0.0363 0.1465
H 5.8365 -2.2894 0.4626 -0.2649 0.0546 0.1196
H 6.1591 -0.5416 1.9381 -0.2768 0.4302 0.4284
H 4.7912 -0.0067 2.9517 0.5582 -0.0804 -0.2411
C 0.7297 0.7048 -0.3384 -4.1138 1.1556 -1.1277
O -0.4677 0.8856 -0.6925 0.2757 -0.3841 0.4679
N 1.0268 0.0250 0.7313 2.4484 -0.6835 0.6999
N 1.7024 1.2439 -1.0417 1.9257 0.4171 -0.8398
H 2.0170 0.0397 0.9296 -0.2519 -0.4796 0.6672
H 0.3116 -0.2886 1.3717 -0.2129 -0.1902 0.2251
H 2.5121 1.4994 -0.4946 0.4152 0.3035 -0.3319
H 1.4235 1.8571 -1.7941 0.0430 0.2870 0.1556
C 1.4160 2.9843 -4.1586 -0.6568 1.9871 3.4746
O 1.5729 3.4858 -3.0240 -0.1848 -0.7075 -0.0310
N 2.3887 2.7570 -4.9335 6.9141 -0.2936 -2.9437
N 0.3499 2.6531 -4.7698 -5.6239 -0.9801 -1.0558
H 2.2485 2.6584 -5.9289 0.3968 -0.1183 0.3357
H 3.2738 3.1326 -4.6243 0.0560 -0.1856 -0.3545
H -0.5603 2.6407 -4.3322 -0.0084 0.2110 -0.0511
H 0.4376 2.3242 -5.7207 -0.5926 -0.1419 0.4733
C 3.8763 -1.1173 -3.8312 2.7916 -2.2153 -3.9188
O 4.3152 -0.6953 -4.8696 0.6732 1.1505 -2.0409
N 4.0790 -2.3381 -3.4379 2.0884 -6.0330 0.7044
N 3.1561 -0.5427 -3.0174 -4.9320 5.9186 4.7080
H 4.4644 -2.9882 -4.1079 0.0823 0.1769 0.2473
H 3.6320 -2.7459 -2.6292 -0.0088 0.1740 -0.4505
H 2.8136 0.3459 -3.3539 -0.1986 0.1412 0.9679
H 2.9930 -0.9169 -2.0936 -0.4978 0.7280 -0.3518
C 0.7101 -4.6158 1.9652 2.4774 -0.2663 0.0037
O 1.3211 -5.4561 1.3736 1.1312 -2.0322 -2.2654
N 1.1654 -3.4300 2.2429 1.8791 3.7565 -0.2554
N -0.3546 -4.7923 2.6452 -5.6004 -1.9351 2.4289
H 0.5887 -2.8391 2.8246 0.6318 0.5290 -0.6320
H 2.0047 -3.0819 1.8020 -0.3141 0.2361 0.2760
H -0.8127 -5.6924 2.6345 -0.0870 0.3935 0.1089
H -0.7227 -3.9961 3.1458 -0.5208 -0.8006 -0.1007
C -1.3883 4.4784 -1.4799 -1.2357 1.6053 -0.1229
O -1.9022 4.0114 -2.4897 0.3629 -1.8765 -1.6392
N -0.1381 4.6542 -1.2056 3.9079 -0.9761 -0.7753
N -2.1218 5.1124 -0.6246 -3.6060 1.4224 1.9049
H 0.1318 4.9625 -0.2825 0.1585 -0.4291 -0.5057
H 0.4131 4.1292 -1.8694 1.3038 0.1602 0.4019
H -1.7994 5.3284 0.3078 -0.3156 -0.3904 -0.2113
H -3.0786 4.8253 -0.7733 -0.5908 0.3196 0.8773
C -1.8631 -0.1662 2.5333 -0.9921 1.3142 1.5306
O -0.9228 -0.7902 2.2143 4.9276 -3.8138 -1.5901
N -2.5822 -0.5316 3.5574 -3.2429 -0.7615 2.4013
N -2.1589 0.9894 2.0358 -0.7172 2.8501 -1.7514
H -3.5279 -0.2134 3.4006 -0.3478 -0.4558 1.1201
H -2.4091 -1.4156 4.0143 -0.2184 0.1708 -0.3515
H -3.0509 1.4372 2.1907 0.2788 0.2036 -0.1039
H -1.6024 1.2772 1.2436 -0.2462 0.2842 -0.5090
```
Positions in Å, forces in eV/Å.

The multiplicity is 1. As for the HOMO energy: -8.52 eV. The energy above the lowest of the compared OMol25 structures with the same formula, charge and spin is 7.7389 eV.